Entry 1:
2 unconnected molecules or ions with the total composition C12H20BCl3IN2O3S. Source: the OMol25 dataset; level of theory: ωB97M-V/def2-TZVPD.

Output
- Energy above the lowest of the compared OMol25 structures with the same formula, charge and spin: 0.0000 eV
- 2S+1: 1
- Net charge: -1
- Orbital gap: 0.245 Eh

CARTESIAN COORDINATES (ANGSTROEM)
C1 2.923 3.404 0.900
C2 1.890 2.480 0.247
I1 2.731 1.700 -1.563
C3 0.547 3.188 0.002
C4 -0.601 2.299 0.432
C5 -2.008 2.697 -0.012
O1 -2.732 1.522 0.210
B1 -1.854 0.476 -0.357
C6 -1.850 -0.989 0.388
C7 -1.025 -1.024 1.684
C8 0.323 -1.740 1.598
C9 0.251 -3.113 0.954
S1 1.804 -4.049 1.063
C10 2.788 -3.146 -0.044
N1 2.831 -3.213 -1.333
N2 3.789 -2.293 -1.748
C11 4.240 -1.753 -0.667
O2 3.679 -2.227 0.451
O3 -0.453 1.075 -0.239
H1 3.929 3.017 0.752
H2 2.891 4.398 0.461
H3 2.748 3.455 1.974
H4 1.725 1.641 0.915
H5 0.553 4.143 0.533
H6 0.411 3.380 -1.060
H7 -0.660 2.191 1.528
H8 -2.466 3.550 0.495
H9 -1.956 2.925 -1.089
H10 -2.071 0.284 -1.557
H11 -1.546 -1.745 -0.330
H12 -2.889 -1.229 0.643
H13 -0.813 0.002 1.986
H14 -1.602 -1.462 2.504
H15 1.076 -1.125 1.105
H16 0.692 -1.901 2.615
H17 -0.473 -3.728 1.487
H18 -0.045 -3.077 -0.088
H19 4.987 -0.983 -0.617
C12 -4.374 -1.874 -2.928
Cl1 -2.624 -1.877 -2.879
Cl2 -5.062 -2.498 -1.421
Cl3 -5.002 -0.256 -3.268
H20 -4.698 -2.526 -3.726

Atomic partial charges in e from the Löwdin method, atoms 1 to 2: number 1, C, carries -0.197; number 2, C, carries -0.758


Entry 2:
A molecular structure, C12H20CdN3O. Source: the OMol25 dataset; level of theory: ωB97M-V/def2-TZVPD.

Output
- Energy above the lowest of the compared OMol25 structures with the same formula, charge and spin: 2.0265 eV
- 2S+1: 1
- Net charge: -1
- Orbital gap (alpha / beta): 0.136 / 0.111 Eh

CARTESIAN COORDINATES (ANGSTROEM)
C1 0.159 0.849 -5.047
Cd1 -0.163 -0.887 -3.934
N1 -1.229 -2.555 -1.819
H1 0.191 -2.557 -4.194
H2 -0.342 -2.420 -1.366
H3 -0.685 -2.498 -3.441
H4 0.394 0.865 -6.124
H5 0.946 1.257 -4.392
H6 -0.627 1.601 -5.153
H7 -1.766 -1.759 -1.486
H8 -1.590 -3.395 -1.429
C2 0.454 1.503 2.988
N2 0.466 1.641 1.559
N3 0.195 0.622 0.736
C3 0.301 1.046 -0.574
O1 0.045 0.291 -1.529
C4 0.652 2.435 -0.483
C5 0.751 2.747 0.846
C6 1.065 4.008 1.536
C7 -0.112 -0.694 1.180
C8 -1.426 -0.977 1.546
C9 -1.709 -2.238 2.050
C10 -0.686 -3.184 2.192
C11 0.626 -2.870 1.816
C12 0.922 -1.619 1.295
H9 -0.299 2.162 3.429
H10 1.431 1.754 3.409
H11 0.218 0.486 3.280
H12 0.813 3.086 -1.330
H13 0.249 4.358 2.176
H14 1.963 3.921 2.155
H15 1.256 4.784 0.794
H16 -2.185 -0.200 1.426
H17 -2.729 -2.482 2.351
H18 -0.903 -4.167 2.618
H19 1.428 -3.598 1.940
H20 1.925 -1.317 0.983

Atomic partial charges in e from the Löwdin method, atoms 1 to 2: number 1, C, carries -0.415; number 2, Cd, carries 0.904


Entry 3:
A molecular structure, C12H20CeN9O2SSi. Source: the OMol25 dataset; level of theory: ωB97M-V/def2-TZVPD.

Output
- Energy above the lowest of the compared OMol25 structures with the same formula, charge and spin: 0.0000 eV
- 2S+1: 2
- Net charge: -2
- Orbital gap (alpha / beta): 0.222 / 0.222 Eh

CARTESIAN COORDINATES (ANGSTROEM)
Ce1 0.186 -1.106 -0.069
S1 -1.819 -2.487 1.900
C1 -1.211 -1.371 3.039
C2 -1.839 -1.168 4.294
C3 -1.315 -0.268 5.186
C4 -0.156 0.439 4.848
C5 0.395 0.201 3.608
N1 -0.100 -0.662 2.719
H1 -2.730 -1.740 4.512
H2 -1.797 -0.094 6.142
H3 0.289 1.153 5.528
H4 1.287 0.731 3.285
N2 1.825 1.131 -2.647
N3 1.188 0.383 -3.659
C6 1.095 -0.997 -3.382
N4 0.719 -1.790 -4.425
N5 1.394 -1.389 -2.193
N6 0.988 -2.675 -1.714
O1 0.547 -3.556 -2.612
O2 2.176 -3.196 -1.059
H5 1.702 2.115 -2.825
H6 2.807 0.890 -2.553
H7 1.597 0.497 -4.578
H8 -0.048 -1.400 -4.957
H9 0.530 -2.737 -3.911
C7 -0.158 3.189 -1.375
Si1 0.246 1.959 0.111
C8 1.979 2.735 0.610
C9 -0.825 2.856 1.480
H10 -0.956 3.892 -1.120
H11 -0.478 2.636 -2.264
H12 0.720 3.787 -1.651
H13 1.899 3.808 0.818
H14 2.708 2.598 -0.198
H15 2.399 2.251 1.499
H16 -0.613 3.931 1.523
H17 -0.622 2.438 2.472
H18 -1.897 2.733 1.297
N7 -5.814 -3.660 -2.075
C10 -4.979 -2.848 -2.091
N8 -4.126 -1.877 -2.199
C11 -2.992 -1.609 -1.691
N9 -1.956 -1.235 -1.294
C12 2.233 -2.686 0.319
H19 3.234 -2.221 0.402
H20 2.283 -3.583 0.952

Atomic partial charges in e from the Löwdin method, atoms 1 to 2: number 1, Ce, carries 0.903; number 2, S, carries 0.545


Entry 4:
7 unconnected molecules or ions with the total composition C12H20Cl18N3. Source: the OMol25 dataset; level of theory: ωB97M-V/def2-TZVPD.

Output
- 2S+1: 1
- Net charge: -1
- Orbital gap: 0.097 Eh

CARTESIAN COORDINATES (ANGSTROEM)
C1 -1.277 -0.050 2.704
C2 -2.017 -0.576 1.407
C3 -1.657 -2.031 0.924
C4 -0.587 -2.082 -0.254
C5 0.907 -1.993 0.219
N1 1.780 -1.230 -0.718
C6 1.368 0.160 -0.838
N2 1.071 0.866 0.182
N3 1.343 0.644 -2.220
H1 -0.798 -0.848 3.341
H2 -0.570 0.782 2.481
H3 -3.115 -0.591 1.650
H4 -1.866 0.135 0.556
H5 -1.405 -2.733 1.748
H6 -2.595 -2.449 0.450
H7 -0.702 -3.098 -0.724
H8 -0.832 -1.356 -1.069
H9 1.330 -3.031 0.244
H10 0.967 -1.584 1.256
H11 2.721 -1.231 -0.323
H12 0.819 1.809 -0.132
H13 2.336 0.785 -2.437
H14 0.939 1.580 -2.258
C7 1.639 -3.582 4.332
Cl1 3.035 -3.576 3.240
Cl2 0.411 -2.421 3.786
Cl3 0.949 -5.217 4.458
H15 1.979 -3.282 5.319
C8 5.166 -6.875 5.307
Cl4 6.028 -5.721 6.335
Cl5 3.468 -6.413 5.137
Cl6 5.941 -6.994 3.722
H16 5.210 -7.850 5.781
C9 2.250 4.086 -3.828
Cl7 3.694 3.827 -2.843
Cl8 0.793 4.007 -2.831
Cl9 2.342 5.636 -4.674
H17 2.198 3.296 -4.567
C10 -5.158 2.765 2.843
Cl10 -5.633 1.413 1.804
Cl11 -5.382 2.348 4.546
Cl12 -3.487 3.230 2.527
H18 -5.798 3.610 2.612
C11 -4.685 3.081 -1.370
Cl13 -5.810 4.328 -0.810
Cl14 -5.173 2.477 -2.959
Cl15 -3.038 3.721 -1.428
H19 -4.708 2.255 -0.666
C12 1.130 3.893 -8.447
Cl16 2.606 4.816 -8.760
Cl17 0.945 3.585 -6.717
Cl18 -0.282 4.743 -9.083
H20 1.211 2.939 -8.956

Atomic partial charges in e from the Löwdin method, atoms 1 to 2: number 1, C, carries -0.256; number 2, C, carries -0.372


Entry 5:
A molecular structure, C12H20ClI2OP2W. Source: the OMol25 dataset; level of theory: ωB97M-V/def2-TZVPD.

Output
- Energy above the lowest of the compared OMol25 structures with the same formula, charge and spin: 0.0000 eV
- 2S+1: 3
- Net charge: +3
- Orbital gap (alpha / beta): 0.209 / 0.166 Eh

CARTESIAN COORDINATES (ANGSTROEM)
I1 1.075 0.744 -2.467
I2 1.586 -1.679 1.964
W1 0.436 -0.847 -0.338
P1 2.141 -2.245 -1.393
C1 3.900 -1.725 -1.354
C2 2.178 -3.914 -0.679
H1 0.728 -2.784 -3.271
H2 2.407 -3.366 -3.488
H3 2.014 -1.633 -3.736
C3 1.785 -2.527 -3.152
H4 1.155 -4.294 -0.603
H5 2.757 -4.545 -1.364
H6 4.498 -2.496 -1.863
H7 4.241 -1.625 -0.315
H8 2.646 -3.895 0.306
H9 4.028 -0.765 -1.869
C4 2.172 0.436 0.121
O1 3.131 1.051 0.350
Cl1 -1.236 -2.319 -0.913
C5 0.049 2.844 0.262
P2 -0.451 1.201 0.925
C6 0.139 1.411 2.648
C7 -2.258 1.477 1.016
C8 -3.038 0.947 -0.022
C9 -4.428 1.152 -0.046
C10 -5.025 1.932 0.956
C11 -4.256 2.452 1.997
C12 -2.868 2.240 2.024
H10 1.146 2.905 0.244
H11 -0.375 3.627 0.919
H12 -0.359 2.975 -0.745
H13 -0.245 2.356 3.064
H14 -0.195 0.558 3.253
H15 1.242 1.433 2.678
H16 -2.582 0.363 -0.812
H17 -5.028 0.710 -0.836
H18 -6.092 2.136 0.917
H19 -4.725 3.032 2.794
H20 -2.293 2.678 2.828

Atomic partial charges in e from the Löwdin method, atoms 1 to 2: number 1, I, carries 0.722; number 2, I, carries 0.722


For the records above, the corresponding strongest force on any atom values read 1.25, 2.38, 1.92, 1.75, 4.42 eV/A.
For the records above, the corresponding molar mass values read 516.445, 334.724, 522.622, 844.467, 715.340 g mol⁻¹.